No. 1
Below is a 2-piece molecular cluster, C20H27F2Si overall in a non-equilibrium geometry, with properties calculated with ωB97M-V/def2-TZVPD.

Element x y z (Å)
C (-0.791, 4.102, 1.552)
C (-0.829, 2.598, 1.846)
C (0.389, 1.970, 1.149)
C (-0.722, 2.406, 3.360)
C (-2.187, 2.022, 1.289)
Si (-2.615, 0.257, 1.640)
C (-2.515, -0.535, 3.315)
C (-3.889, -0.555, 0.523)
H (1.500, -1.689, -0.223)
H (-1.665, 4.620, 1.962)
H (0.108, 4.591, 1.947)
H (-0.799, 4.278, 0.472)
H (0.477, 0.895, 1.352)
H (0.325, 2.085, 0.057)
H (1.333, 2.445, 1.477)
H (-0.428, 1.387, 3.639)
H (0.020, 3.096, 3.796)
H (-1.671, 2.647, 3.857)
H (-3.027, 2.583, 1.753)
H (-2.167, 2.218, 0.201)
H (-3.272, -0.048, 3.953)
H (-2.774, -1.607, 3.236)
H (-1.523, -0.514, 3.789)
H (-4.867, -0.180, 0.899)
H (-3.725, -0.303, -0.542)
H (-3.818, -1.662, 0.592)
F (-1.451, -5.857, -3.318)
C (-0.597, -4.897, -2.813)
C (0.331, -5.231, -1.834)
C (1.235, -4.261, -1.383)
C (1.258, -2.949, -1.908)
C (2.093, -1.920, -1.127)
C (2.584, -0.533, -1.579)
C (3.594, 0.066, -0.797)
C (3.990, 1.403, -0.903)
C (3.351, 2.185, -1.858)
F (3.696, 3.512, -1.996)
C (2.309, 1.671, -2.628)
C (1.891, 0.339, -2.420)
C (0.231, -2.620, -2.812)
C (-0.685, -3.590, -3.274)
H (0.293, -6.229, -1.407)
H (1.911, -4.536, -0.573)
H (3.004, -2.493, -0.778)
H (4.060, -0.505, 0.000)
H (4.706, 1.885, -0.223)
H (1.761, 2.344, -3.299)
H (0.953, 0.030, -2.876)
H (0.129, -1.586, -3.147)
H (-1.516, -3.333, -3.935)

Force components x, y, z for each atom (eV/Å):
-0.377 0.285 -0.328
0.348 0.289 0.273
-0.052 -0.072 -0.252
-0.039 0.142 0.393
1.394 0.073 -0.099
-1.344 0.102 0.111
0.550 -0.706 -0.329
1.104 -0.283 -0.120
0.246 -0.295 -0.121
0.110 -0.062 0.068
-0.165 -0.310 0.008
-0.003 0.003 0.014
-0.001 -0.023 0.082
0.062 0.029 0.218
-0.533 -0.220 -0.084
-0.042 0.182 -0.044
-0.154 -0.349 -0.268
0.090 -0.078 -0.037
0.118 -0.201 -0.230
-0.461 -0.202 0.354
0.298 0.003 -0.097
-0.120 0.475 -0.072
-0.441 0.343 -0.052
0.400 -0.296 -0.332
-0.349 0.145 0.563
-0.320 0.687 0.187
0.817 1.046 0.690
-0.059 0.020 -0.230
-0.062 0.104 -0.062
-0.186 0.002 -0.415
-1.112 0.144 0.432
1.004 -0.538 0.355
-0.392 0.667 0.517
0.310 0.024 0.134
-0.379 0.186 -0.182
-0.175 0.367 -0.315
-0.315 -1.304 0.130
-0.122 0.051 0.419
0.056 0.372 -0.282
0.080 -0.407 -0.027
-0.012 0.173 0.094
0.222 0.136 -0.089
-0.019 0.089 -0.249
-0.921 0.727 -0.190
0.031 -0.175 -0.170
-0.206 -0.502 -0.401
0.276 -0.368 0.243
0.468 0.084 -0.198
-0.079 -0.558 -0.044
0.453 -0.002 0.035

Summary:
- HOMO level: -11.12 eV
- Calculated total energy: -34483.235 eV
- Spin multiplicity: 1
- Total charge: +1
- Strongest force on any atom: 0.0291 Eh/bohr

=====

No. 2
Below is one molecule with the formula C5H6O, with properties calculated with ωB97M-V/def2-TZVPD.

Element x y z (Å)
C (-0.192, -1.067, 2.477)
C (0.099, -0.597, 1.123)
C (0.363, -0.225, 0.009)
C (0.622, 0.266, -1.347)
C (-0.654, 0.855, -1.870)
O (-0.405, 1.911, -2.616)
H (-0.427, -0.229, 3.142)
H (0.671, -1.597, 2.893)
H (-1.045, -1.752, 2.482)
H (0.782, -0.589, -2.024)
H (1.504, 0.919, -1.405)
H (-1.318, 2.104, -2.863)

Force components x, y, z for each atom (eV/Å):
-0.008 -0.027 0.095
0.173 0.142 -0.450
0.100 -0.232 0.557
-0.073 -0.053 0.071
0.152 -0.210 0.039
-0.490 -0.516 0.352
0.034 -0.112 -0.117
-0.125 0.070 -0.050
0.128 0.112 -0.035
0.070 0.061 0.102
-0.134 -0.013 -0.003
0.174 0.779 -0.559

Summary:
- HOMO level: -8.72 eV
- Calculated total energy: -7325.350 eV
- Spin multiplicity: 1
- Total charge: 0
- Strongest force on any atom: 0.0190 Eh/bohr
- Energy above the lowest of the compared OMol25 structures with the same formula, charge and spin: 90.7 kcal/mol

=====

No. 3
Below is C29H44IrN3O7PS8Te as an isolated structure, with properties calculated with ωB97M-V/def2-TZVPD.

Element x y z (Å)
Ir (0.352, 0.708, 0.701)
C (0.760, -1.833, -5.865)
C (1.429, -1.634, -4.530)
C (1.199, -2.512, -3.478)
C (1.771, -2.299, -2.229)
C (2.579, -1.192, -2.030)
C (2.844, -0.320, -3.080)
C (2.275, -0.545, -4.320)
S (3.165, -0.815, -0.388)
O (4.568, -0.474, -0.541)
O (2.831, -1.971, 0.395)
N (2.358, 0.474, 0.085)
C (3.004, 1.776, -0.104)
C (2.453, 2.813, 0.869)
O (3.159, 3.743, 1.253)
O (1.212, 2.661, 1.187)
H (0.345, -2.837, -5.949)
H (1.463, -1.681, -6.688)
H (-0.058, -1.120, -5.998)
H (0.554, -3.371, -3.619)
H (1.579, -2.976, -1.404)
H (3.496, 0.529, -2.916)
H (2.468, 0.147, -5.134)
H (2.783, 2.190, -1.099)
H (4.082, 1.706, -0.001)
C (-5.125, 0.185, 2.024)
S (-4.871, 1.790, 2.827)
C (-3.982, 2.700, 1.623)
C (-2.694, 2.472, 1.227)
S (-1.739, 1.151, 1.736)
S (-2.089, 3.631, 0.063)
C (-3.597, 4.372, -0.343)
S (-3.824, 5.337, -1.676)
S (-4.815, 4.005, 0.807)
H (-5.572, -0.457, 2.782)
H (-4.169, -0.234, 1.714)
H (-5.801, 0.273, 1.177)
Te (-0.441, -3.190, 0.734)
C (-0.115, -5.443, -0.248)
C (0.887, -6.276, 0.200)
C (1.449, -7.141, -0.784)
C (0.893, -6.967, -2.017)
S (-0.319, -5.745, -1.930)
H (1.218, -6.267, 1.233)
H (2.234, -7.861, -0.580)
H (1.133, -7.471, -2.941)
C (-0.555, -1.050, -0.028)
H (-1.644, -0.931, 0.044)
H (-0.278, -1.164, -1.078)
C (1.886, 3.061, 4.488)
C (0.601, 2.393, 4.053)
O (0.792, 0.974, 3.982)
P (0.846, -0.024, 2.728)
O (0.083, -1.249, 3.411)
C (-1.285, -1.305, 3.806)
C (-1.407, -2.388, 4.854)
O (2.307, -0.592, 2.716)
C (2.922, -1.394, 3.721)
C (4.157, -0.676, 4.222)
H (1.772, 4.145, 4.438)
H (2.693, 2.792, 3.805)
H (2.162, 2.772, 5.505)
H (0.287, 2.780, 3.089)
H (-0.201, 2.545, 4.780)
H (-1.888, -1.552, 2.929)
H (-1.606, -0.335, 4.192)
H (-1.061, -3.337, 4.443)
H (-2.449, -2.492, 5.161)
H (-0.803, -2.143, 5.730)
H (3.175, -2.336, 3.232)
H (2.218, -1.599, 4.529)
H (4.831, -0.469, 3.390)
H (4.679, -1.295, 4.956)
H (3.883, 0.271, 4.690)
C (-4.530, 0.704, -1.382)
C (-3.609, 1.088, -2.526)
N (-2.220, 0.964, -2.120)
C (-1.224, 1.821, -2.328)
S (0.330, 1.476, -1.713)
N (-1.428, 2.897, -3.117)
C (-0.451, 3.982, -3.215)
C (0.530, 3.768, -4.357)
H (-5.572, 0.753, -1.701)
H (-4.389, 1.381, -0.542)
H (-4.318, -0.309, -1.036)
H (-3.824, 2.112, -2.835)
H (-3.787, 0.439, -3.390)
H (-1.974, 0.193, -1.501)
H (-2.384, 3.203, -3.226)
H (0.092, 4.053, -2.271)
H (-1.022, 4.900, -3.354)
H (1.088, 2.845, -4.200)
H (1.239, 4.596, -4.403)
H (0.007, 3.701, -5.314)

Force components x, y, z for each atom (eV/Å):
0.139 0.236 -0.084
0.021 0.015 0.000
0.011 0.007 0.007
-0.013 -0.007 -0.030
0.074 0.020 -0.047
-0.145 0.025 0.024
0.107 -0.022 0.009
-0.017 0.013 -0.009
0.053 -0.203 -0.089
-0.047 0.085 -0.007
0.065 0.107 -0.020
-0.048 0.006 -0.002
-0.018 -0.017 0.021
-0.093 0.003 0.030
0.015 0.020 -0.090
0.043 -0.053 -0.023
-0.007 -0.002 -0.001
-0.002 -0.006 -0.005
-0.012 -0.008 -0.004
0.009 -0.010 0.011
-0.041 0.010 0.008
-0.021 0.018 0.005
0.018 -0.007 -0.010
0.119 0.017 -0.036
0.005 -0.008 0.071
-0.010 0.064 -0.035
0.068 0.044 0.073
0.090 0.119 0.063
0.025 0.219 -0.026
-0.206 -0.160 -0.007
-0.063 -0.190 -0.289
0.063 0.026 0.290
0.050 0.116 0.003
-0.090 -0.217 -0.264
0.006 -0.015 -0.002
0.011 -0.006 0.006
-0.020 -0.007 -0.011
-0.298 -0.025 0.040
0.329 0.110 -0.049
-0.166 -0.111 0.021
-0.065 -0.059 -0.005
-0.019 0.012 -0.015
-0.077 0.020 0.005
0.083 0.071 -0.027
0.026 0.012 -0.016
0.013 -0.042 0.018
0.048 -0.250 0.371
-0.019 0.066 -0.148
-0.018 0.000 0.010
0.018 -0.028 -0.045
-0.030 0.055 -0.070
-0.085 -0.031 0.077
-0.041 -0.297 0.046
0.148 -0.083 -0.156
-0.096 0.047 0.025
0.033 -0.011 -0.010
0.190 0.175 0.232
-0.013 -0.035 -0.008
-0.006 -0.012 -0.009
-0.005 0.006 0.040
-0.012 0.044 -0.036
0.002 -0.013 -0.001
0.002 -0.046 -0.025
0.019 0.024 0.004
0.016 0.000 -0.012
0.045 0.015 0.028
-0.027 0.003 -0.029
0.000 -0.009 0.000
-0.009 0.009 0.007
-0.008 -0.009 0.008
0.001 0.012 -0.006
-0.001 -0.002 0.001
0.009 0.003 -0.003
0.000 -0.002 0.001
-0.013 -0.028 -0.012
0.060 -0.044 -0.034
-0.127 0.093 0.337
0.235 -0.256 -0.278
-0.228 0.338 0.111
-0.066 0.162 0.207
0.066 -0.028 -0.063
-0.019 -0.019 0.016
-0.002 -0.012 0.005
-0.012 0.008 0.028
0.005 -0.005 -0.016
-0.020 -0.020 0.043
-0.011 0.051 -0.039
0.021 -0.021 -0.043
0.014 -0.095 -0.071
-0.034 0.017 0.009
-0.004 0.004 0.011
0.008 -0.005 -0.002
0.001 0.004 -0.004
0.001 0.005 -0.004

Summary:
- HOMO level (spin up / spin down): -0.27 / -1.05 eV
- Calculated total energy: -155696.491 eV
- Spin multiplicity: 2
- Total charge: -2
- Strongest force on any atom: 0.0088 Eh/bohr
- Energy above the lowest of the compared OMol25 structures with the same formula, charge and spin: 4.3 kcal/mol